Record 1
A single C4H6N2O molecule, computed with ωB97M-V/def2-TZVPD.

Output
**Kohn-Sham gap**: 8.77 eV
**SMILES**: Nc1[nH]ccc1O
**E_LUMO**: 0.89 eV

Positions of all 13 atoms, in Å:
1 N 1.921 0.870 -0.045
2 C 0.586 0.406 -0.023
3 N -0.462 1.288 -0.155
4 C -1.651 0.624 -0.071
5 C -1.382 -0.710 0.133
6 C 0.033 -0.840 0.148
7 O 0.775 -1.986 0.305
8 H 2.484 0.302 -0.670
9 H 2.338 0.784 0.878
10 H -0.328 2.266 -0.357
11 H -2.595 1.143 -0.155
12 H -2.106 -1.499 0.288
13 H 0.387 -2.649 -0.277

=====

Record 2
A gas-phase ion, C5H10NO2 (charge -1) at a distorted geometry, computed with ωB97M-V/def2-TZVPD.

Output
**Kohn-Sham gap**: 7.31 eV
**SMILES**: C/C([O-])=N/[C@@H](C)CO
**Charge**: -1
**E_LUMO**: 3.93 eV

Positions of all 18 atoms, in Å:
1 C -0.417 -1.987 2.081
2 C 0.000 -0.928 1.065
3 O 1.234 -0.641 1.060
4 N -0.958 -0.487 0.296
5 C -0.636 0.567 -0.618
6 C -0.047 1.850 -0.007
7 C 0.182 0.112 -1.841
8 O 1.153 1.077 -2.306
9 H 0.215 -2.866 1.975
10 H -1.474 -2.261 2.043
11 H -0.305 -1.636 3.115
12 H -1.617 0.934 -0.954
13 H 0.989 1.728 0.324
14 H -0.585 2.149 0.896
15 H -0.026 2.656 -0.740
16 H 0.746 -0.759 -1.529
17 H -0.464 -0.180 -2.673
18 H 2.010 0.674 -2.185